{"formula": "C17H22N6O3S", "method": "ωB97M-V/def2-TZVPD", "smiles": "CN1CCN(CCCn2nc3n(c2=O)-c2cc([N+](=O)[O-])ccc2SC3)CC1", "lumo_energy_ev": -1.0, "spin_multiplicity": 1, "charge": 0, "homo_ev": -8.2, "orbital_gap_ha": 0.2642, "e_above_lowest_ev": 1.997, "symbols": ["C", "N", "C", "C", "N", "C", "C", "C", "N", "N", "C", "N", "C", "O", "C", "C", "C", "N", "O", "O", "C", "C", "C", "S", "C", "C", "C", "H", "H", "H", "H", "H", "H", "H", "H", "H", "H", "H", "H", "H", "H", "H", "H", "H", "H", "H", "H", "H", "H"], "positions_angstrom": [[-3.59, 2.45, 6.02], [-3.57, 1.58, 4.85], [-2.80, 0.35, 5.03], [-2.90, -0.57, 3.78], [-2.56, 0.13, 2.49], [-2.33, -0.69, 1.28], [-1.22, -0.08, 0.38], [0.11, 0.16, 1.11], [1.21, 0.15, 0.15], [1.72, 1.28, -0.43], [2.71, 0.82, -1.20], [2.86, -0.55, -1.21], [1.89, -1.00, -0.31], [1.65, -2.13, -0.02], [3.88, -1.21, -1.94], [3.74, -2.54, -2.29], [4.80, -3.32, -2.81], [4.59, -4.68, -3.11], [3.43, -5.09, -3.17], [5.63, -5.38, -3.24], [6.04, -2.66, -3.01], [6.19, -1.30, -2.70], [5.10, -0.54, -2.23], [5.34, 1.15, -1.91], [3.57, 1.73, -1.99], [-3.36, 1.36, 2.30], [-3.34, 2.27, 3.55], [-4.42, 3.16, 5.98], [-3.72, 1.92, 6.97], [-2.64, 3.00, 6.10], [-3.12, -0.22, 5.94], [-1.75, 0.61, 5.19], [-3.95, -0.89, 3.67], [-2.25, -1.45, 3.98], [-3.29, -0.73, 0.73], [-2.06, -1.68, 1.57], [-1.55, 0.89, 0.00], [-1.09, -0.71, -0.49], [-0.01, 1.07, 1.69], [0.27, -0.60, 1.82], [2.82, -3.05, -2.08], [6.92, -3.20, -3.36], [7.12, -0.79, -2.93], [3.18, 1.78, -3.00], [3.54, 2.78, -1.64], [-3.01, 1.94, 1.45], [-4.43, 1.11, 2.12], [-2.36, 2.79, 3.58], [-4.14, 3.02, 3.38]], "mulliken_charge": [-1.041, -0.048, -0.706, -0.856, 0.562, -1.214, -0.399, -0.851, 0.766, -1.009, 0.379, 0.141, 0.435, -0.663, -0.041, -0.293, -0.247, 0.942, -0.567, -0.566, -0.478, -0.655, 0.623, -0.144, -0.634, -0.715, -0.780, 0.302, 0.333, 0.378, 0.396, 0.334, 0.345, 0.386, 0.325, 0.538, 0.269, 0.418, 0.248, 0.400, 0.570, 0.426, 0.363, 0.300, 0.403, 0.278, 0.350, 0.329, 0.368]}